Version a
An isolated molecule of C7H8N4O, computed with the ωB97M-V functional and the def2-TZVPD basis.

Geometry (Å):
H: -1.25 2.81 -0.71
C: 0.64 -0.76 -0.09
N: 1.70 1.25 0.07
H: -3.07 -1.54 0.32
O: -2.45 0.96 -0.04
N: -2.07 -1.25 -0.02
C: 3.28 -0.69 0.00
C: 1.86 -0.10 -0.11
N: -1.17 -2.30 0.08
N: -0.29 0.30 -0.16
H: 0.41 3.60 -0.04
H: 3.70 -1.02 -1.10
H: 0.69 -2.99 -0.02
H: -0.79 2.88 1.08
H: 3.18 -1.65 0.74
C: -0.35 2.78 0.05
C: -1.69 0.06 0.00
C: 0.08 -2.06 0.05
C: 0.41 1.48 0.01
H: 4.12 -0.02 0.64

Its frontier orbital gap is 8.9 eV. The SMILES is Cc1nc(C)n2c(=O)[nH]ncc12. The calculation puts the highest occupied orbital energy at -8.43 eV.

=====

Version b
A cluster of 2 separate species, C7H8N4O in total, computed with the ωB97M-V functional and the def2-TZVPD basis.

Geometry (Å):
C: -0.89 -2.15 -0.23
C: 2.37 2.77 -0.33
N: -1.54 -2.07 1.10
O: -2.99 -0.94 2.42
H: 2.24 3.59 -0.98
H: -1.79 -2.02 -1.02
C: -2.19 -0.86 1.56
C: -0.51 0.46 -0.06
H: -2.39 -2.78 0.77
N: 1.97 0.53 -1.44
H: 1.66 2.66 0.95
H: 1.78 -1.61 -1.56
H: -2.21 0.97 1.11
H: 3.66 2.79 -0.35
C: 0.03 -0.87 -0.44
H: -0.34 -3.08 -0.40
N: 0.18 1.54 -0.10
C: 1.40 1.49 -0.65
C: 1.30 -0.67 -1.16
N: -1.72 0.26 0.82

Its frontier orbital gap is 9.4 eV. The calculation puts the highest occupied orbital energy at -9.33 eV.

=====

Energies relative to the most stable structure, in kcal/mol: version a 0.0; version b 76.0.

=====

Version a
A cluster of 2 separate species, CH2F2N2 in total, computed with the ωB97M-V functional and the def2-TZVPD basis.

Geometry (Å):
N: -1.18 -0.85 0.10
C: -0.78 0.29 -0.06
N: 1.77 0.25 -0.31
H: 1.55 -0.69 -0.17
F: -0.96 1.51 -0.32
H: 2.14 0.70 0.57
F: -2.54 -1.21 0.19

Its frontier orbital gap is 7.5 eV. The calculation puts the highest occupied orbital energy at -9.69 eV.

=====

Version b
A cluster of 2 separate species, CH2F2N2 in total, computed with the ωB97M-V functional and the def2-TZVPD basis.

Geometry (Å):
H: 0.26 -0.62 -2.53
N: -0.18 -0.06 0.08
H: -1.19 -0.41 0.00
C: 0.24 0.60 1.01
F: -0.60 1.03 1.95
N: 0.02 -1.43 -1.84
F: 1.46 0.89 1.34

Its frontier orbital gap (spin up / spin down) is 9.7 / 9.7 eV. The calculation puts the highest occupied orbital energy (spin up / spin down) at -10.11 / -10.13 eV.

=====

Energies relative to the most stable structure, in kcal/mol: version a 58.1; version b 0.0.

=====

Version a
A cluster of 2 separate species, C4H13NOS in total, computed with the ωB97M-V functional and the def2-TZVPD basis.

Geometry (Å):
H: -2.22 -1.59 -0.53
S: 2.60 0.64 1.41
H: 0.40 -1.41 -1.05
H: -3.03 -0.26 -1.16
H: -1.85 0.52 1.15
C: -0.51 -1.03 0.83
H: -0.28 -0.89 1.82
C: 0.77 -1.24 0.03
H: -0.94 -2.02 0.90
C: -1.41 0.06 0.28
O: 0.27 2.83 -1.41
H: -0.98 0.75 -0.42
H: 1.34 0.95 -0.57
C: 1.71 -0.02 -0.07
H: 3.09 -0.41 2.07
H: 2.60 -0.43 -0.83
H: 0.43 3.68 -0.97
N: -2.63 -0.65 -0.34
H: -0.61 2.61 -1.59
H: 1.26 -2.09 0.45

Its frontier orbital gap is 9.4 eV. The SMILES is NCCCCS.O. The calculation puts the highest occupied orbital energy at -8.78 eV.

=====

Version b
A cluster of 2 separate species, C4H13NOS in total, computed with the ωB97M-V functional and the def2-TZVPD basis.

Geometry (Å):
H: -1.31 1.25 -0.63
H: 1.65 -4.96 -1.65
H: -0.63 -1.43 0.23
H: -1.29 2.12 2.29
H: 0.44 -0.34 -1.78
C: 0.23 0.52 0.68
H: 1.06 -1.48 0.78
N: 0.90 -1.00 -1.18
H: 1.87 -1.04 -1.41
H: 0.34 0.62 1.77
H: 0.64 3.58 1.14
C: -1.45 2.35 1.23
S: -0.57 3.78 0.56
H: -1.93 0.28 0.59
C: 0.34 -0.93 0.16
C: -1.20 1.08 0.45
O: 1.06 -4.61 -2.31
H: -2.48 2.72 1.25
H: 1.40 -3.72 -2.34
H: 0.93 1.19 0.20

Its frontier orbital gap is 10.0 eV. The SMILES is NCCCCS.O. The calculation puts the highest occupied orbital energy at -9.17 eV.

=====

Version c
A cluster of 2 separate species, C4H13NOS in total, computed with the ωB97M-V functional and the def2-TZVPD basis.

Geometry (Å):
S: 1.91 1.32 1.36
H: -0.77 1.97 -0.28
H: 1.96 0.70 -0.85
H: 0.84 1.78 2.02
H: -2.47 -0.52 1.00
C: 1.35 1.45 -0.34
O: 1.59 -2.58 1.66
H: -0.23 -0.35 0.79
H: -0.29 1.24 -1.70
H: -2.68 -0.75 -0.73
C: -0.11 1.17 -0.61
H: -2.57 0.87 -0.01
H: 1.68 2.42 -0.75
N: -0.20 -1.22 -1.08
C: -2.18 -0.14 0.02
C: -0.67 -0.17 -0.17
H: -0.01 -0.86 -2.01
H: 1.44 -2.30 0.75
H: -0.85 -2.02 -1.12
H: 2.28 -2.03 2.04

Its frontier orbital gap is 9.9 eV. The SMILES is C[C@@H](N)CCS.O. The calculation puts the highest occupied orbital energy at -9.03 eV.

=====

Version d
A cluster of 2 separate species, C4H13NOS in total, computed with the ωB97M-V functional and the def2-TZVPD basis.

Geometry (Å):
H: 1.95 -2.00 0.31
N: -1.12 1.15 -2.22
C: 0.62 1.63 0.50
H: -2.57 0.77 -0.75
H: 1.14 2.16 -0.31
O: -1.21 -3.51 0.55
H: -0.38 1.85 -2.16
H: -0.88 -2.91 1.25
H: 0.82 2.26 1.42
C: 1.43 -1.19 -0.21
H: -1.39 1.18 1.23
H: 2.02 -0.90 -1.11
H: -1.88 1.58 -2.74
H: -1.06 -0.27 -0.82
H: -1.34 2.54 0.16
C: -0.90 1.55 0.33
S: 1.49 0.12 0.98
H: -1.65 -4.17 1.11
H: 0.48 -1.65 -0.50
C: -1.47 0.74 -0.87

Its frontier orbital gap is 9.2 eV. The SMILES is CSCCCN.O. The calculation puts the highest occupied orbital energy at -8.50 eV.

=====

Energies relative to the most stable structure, in kcal/mol: version a 30.5; version b 9.5; version c 0.0; version d 11.6.

=====

Version a
A cluster of 2 separate species, C4H13NOS in total, computed with the ωB97M-V functional and the def2-TZVPD basis.

Geometry (Å):
H: 0.87 -2.09 0.07
H: -1.14 1.47 2.95
N: 0.96 0.62 1.46
H: 1.15 -0.76 -1.68
H: -2.21 0.04 2.47
H: -0.61 -0.66 0.83
C: -1.03 1.27 0.15
H: -0.83 2.34 0.52
H: -0.75 1.83 -1.96
H: 0.76 1.74 -1.00
H: -0.68 -0.27 3.29
H: -2.09 1.08 -0.12
C: -1.19 0.40 2.62
S: -0.07 -0.37 -2.05
H: 1.51 -0.27 1.74
H: 1.50 0.86 0.61
C: -0.52 0.36 1.23
H: 1.73 -3.32 0.36
C: -0.23 1.25 -1.19
O: 1.64 -2.52 -0.28

Its frontier orbital gap is 9.7 eV. The SMILES is C[C@H](N)CCS.O. The calculation puts the highest occupied orbital energy at -9.09 eV.

=====

Version b
A cluster of 2 separate species, C4H13NOS in total, computed with the ωB97M-V functional and the def2-TZVPD basis.

Geometry (Å):
H: -2.64 -0.48 -0.03
O: 1.45 0.03 -2.75
H: -1.58 -1.18 -1.17
C: -0.88 1.38 0.11
S: -2.02 2.15 1.31
H: -1.30 1.44 -0.91
H: 2.32 -0.39 -2.74
H: 0.66 -1.49 -0.32
H: 0.18 1.83 0.17
N: 0.75 -0.50 -0.09
H: 2.74 0.33 0.30
C: -0.52 -0.10 0.45
H: -1.77 -1.83 0.62
H: -0.69 -0.21 1.54
H: 2.35 -1.24 1.00
C: 1.89 -0.24 0.76
H: 1.84 0.37 1.64
H: -2.09 1.07 2.07
H: 0.99 0.05 -1.89
C: -1.68 -0.98 -0.09

Its frontier orbital gap is 9.9 eV. The SMILES is CN[C@H](C)CS.O. The calculation puts the highest occupied orbital energy at -9.19 eV.

=====

Energies relative to the most stable structure, in kcal/mol: version a 0.0; version b 11.1.